Record 1
{"formula": "C4H8N2", "method": "ωB97M-V/def2-TZVPD", "e_tot_ha": -266.59662, "fmax_ha_per_bohr": 0.0852, "spin_multiplicity": 1, "lumo_ev": 1.125, "homo_lumo_gap_ev": 11.1, "symbols": ["C", "C", "N", "N", "C", "C", "H", "H", "H", "H", "H", "H", "H", "H"], "xyz": [[1.57, -0.79, -0.15], [0.17, -1.01, 0.35], [-0.90, -1.22, -0.63], [-2.00, -1.00, 0.29], [-0.93, -0.05, 0.20], [-1.05, 1.39, -0.14], [1.68, 0.22, -0.54], [1.78, -1.49, -0.95], [2.29, -0.94, 0.65], [0.09, -1.78, 1.40], [-1.93, -1.61, 1.12], [-1.81, 1.53, -0.90], [-0.09, 1.76, -0.50], [-1.33, 1.95, 0.75]]}


Record 2
{"formula": "C2H2O2", "method": "ωB97M-V/def2-TZVPD", "e_tot_ha": -227.76231, "fmax_ha_per_bohr": 0.0151, "spin_multiplicity": 1, "lumo_ev": 0.054, "homo_lumo_gap_ev": 9.6, "symbols": ["O", "C", "C", "O", "H", "H"], "xyz": [[0.10, 1.87, -0.23], [-0.41, 0.80, -0.28], [0.55, -1.10, 0.02], [-0.10, -0.19, 0.71], [-1.11, 0.40, -1.01], [0.97, -1.78, 0.79]]}


Record 3
{"formula": "C22H29NO2", "method": "ωB97M-V/def2-TZVPD", "e_tot_ha": -1060.93759, "fmax_ha_per_bohr": 0.0116, "spin_multiplicity": 1, "lumo_ev": 0.897, "homo_lumo_gap_ev": 9.2, "symbols": ["C", "C", "C", "C", "N", "C", "C", "O", "C", "C", "O", "C", "C", "C", "C", "C", "C", "C", "C", "C", "C", "C", "C", "C", "C", "H", "H", "H", "H", "H", "H", "H", "H", "H", "H", "H", "H", "H", "H", "H", "H", "H", "H", "H", "H", "H", "H", "H", "H", "H", "H", "H", "H", "H"], "xyz": [[-1.30, -0.34, 5.14], [-0.83, 0.58, 4.01], [-0.02, -0.19, 2.97], [0.40, 0.73, 1.83], [-0.77, 1.30, 1.19], [-0.39, 2.02, -0.01], [-1.57, 2.66, -0.77], [-2.75, 1.90, -0.84], [-2.73, 0.76, -1.65], [-2.21, -0.50, -0.93], [-0.89, -0.75, -1.38], [-0.13, -1.65, -0.70], [-0.63, -2.58, 0.20], [0.21, -3.45, 0.86], [1.58, -3.41, 0.63], [2.09, -2.48, -0.26], [1.26, -1.60, -0.93], [1.83, -0.58, -1.84], [1.31, -0.37, -3.11], [1.85, 0.59, -3.94], [2.91, 1.37, -3.50], [3.44, 1.16, -2.24], [2.90, 0.19, -1.41], [-1.52, 2.11, 2.14], [-2.00, 1.24, 3.30], [-1.94, -1.13, 4.74], [-0.46, -0.80, 5.64], [-1.87, 0.22, 5.87], [-0.19, 1.36, 4.44], [-0.62, -1.01, 2.57], [0.87, -0.63, 3.43], [0.96, 0.16, 1.09], [1.06, 1.52, 2.22], [0.33, 2.83, 0.20], [0.10, 1.30, -0.67], [-1.87, 3.59, -0.28], [-1.21, 2.90, -1.78], [-3.77, 0.60, -1.94], [-2.12, 0.92, -2.54], [-2.85, -1.36, -1.17], [-2.22, -0.32, 0.15], [-1.69, -2.62, 0.40], [-0.20, -4.17, 1.56], [2.24, -4.09, 1.15], [3.15, -2.44, -0.44], [0.48, -0.98, -3.45], [1.44, 0.75, -4.92], [3.33, 2.13, -4.15], [4.27, 1.77, -1.90], [3.31, 0.05, -0.42], [-2.39, 2.52, 1.63], [-0.91, 2.94, 2.53], [-2.67, 0.47, 2.91], [-2.57, 1.85, 4.00]]}


Record 4
{"formula": "C2H9N3O", "method": "ωB97M-V/def2-TZVPD", "e_tot_ha": -320.87178, "fmax_ha_per_bohr": 0.1238, "spin_multiplicity": 1, "lumo_ev": [0.550, 0.551], "homo_lumo_gap_ev": [8.5, 8.5], "symbols": ["C", "C", "N", "N", "N", "O", "H", "H", "H", "H", "H", "H", "H", "H", "H"], "xyz": [[-0.41, -0.96, -0.29], [1.69, 1.27, -0.36], [-0.36, -0.20, 0.86], [1.39, -0.11, -0.05], [-2.11, -1.48, 0.12], [-0.94, 1.04, 0.75], [-1.13, 1.21, -0.19], [1.93, -0.44, 0.75], [-2.08, -2.10, 0.93], [-2.73, -0.71, 0.38], [-0.60, -0.51, -1.27], [0.02, -1.95, -0.25], [1.36, 1.98, 0.41], [2.77, 1.41, -0.50], [1.20, 1.55, -1.30]]}